# 1
This record from the OMol25 dataset describes a 2-piece molecular cluster, C2H8Cl2N2Si overall at a distorted geometry. The level of theory is ωB97M-V with the def2-TZVPD basis set.

The geometry in XYZ format:
```
15
Properties=species:S:1:pos:R:3:lowdin_charge:R:1
C -2.02767 0.86911 -0.75129 -0.171
C 1.61040 -2.42115 0.38949 -0.263
N -0.75014 1.94728 0.83737 -0.061
N -1.36854 0.84397 0.53805 -0.193
Si 1.16098 -0.66086 -0.16916 -0.186
Cl 2.20144 0.78670 0.88438 0.225
Cl 1.20230 -0.33785 -2.12184 0.294
H -1.21917 1.51094 -1.34042 0.090
H -2.21159 -0.23466 -0.98119 0.093
H -2.91686 1.38242 -0.88086 0.030
H 0.71960 -2.99082 0.32681 0.005
H 2.42008 -2.79682 -0.08238 -0.025
H 1.73214 -2.36025 1.49106 0.039
H -0.34334 2.49358 0.15454 0.045
H -0.20961 1.96842 1.70545 0.080
```

The calculation puts the energy relative to the best compared isomer or geometry (same formula, charge and spin) at 271.0 kJ/mol. The charge is 0. For the frontier orbital gap (spin up / spin down), the calculation gives 0.2776 / 0.2669 hartree.

---

# 2
This record from the OMol25 dataset describes a 5-piece molecular cluster, C33H70B2FINO4 overall at a distorted geometry. The level of theory is ωB97M-V with the def2-TZVPD basis set.

The geometry in XYZ format:
```
112
Properties=species:S:1:pos:R:3:lowdin_charge:R:1
C 4.17415 0.38713 2.88342 -0.033
C 3.72659 1.65148 2.91782 -0.221
C 2.33787 1.97166 3.39756 -0.139
B 1.53052 3.07114 2.42615 -0.488
C 2.14744 2.91592 0.86815 -0.134
C 1.31302 3.61674 -0.15967 -0.817
O 1.29863 4.80731 -0.27093 0.001
I 0.07958 2.52248 -1.60540 0.739
B -0.15003 2.83946 2.51826 -0.352
O -0.67203 1.61747 2.98794 0.076
C -1.26472 3.90450 2.08472 -0.156
C -2.58650 3.20249 1.72751 -0.139
C 2.00068 4.55888 2.91070 -0.281
O 1.39638 5.58627 2.74985 0.111
N 3.37064 4.71664 3.57350 0.143
C 3.28233 5.08697 4.88933 -0.561
O 2.32024 5.27170 5.57194 0.144
F 4.51437 5.18856 5.44845 0.076
H 3.94698 -0.34048 3.64710 0.040
H 4.76393 0.06451 2.03286 0.027
H 4.37856 2.46540 2.63754 0.087
H 2.33961 2.38535 4.41226 0.099
H 1.81402 1.02119 3.46442 0.078
H 2.22376 1.86610 0.59548 0.090
H 3.11849 3.39484 0.79869 0.105
H -0.34169 0.89645 2.45168 0.086
H -1.49394 4.55710 2.93069 0.105
H -0.92071 4.55817 1.28913 0.081
H -3.01878 2.72513 2.59742 0.062
H -3.33842 3.88910 1.33446 0.062
H -2.43194 2.43956 0.96776 0.041
H 3.80328 5.46971 3.04756 0.142
C -5.32240 -1.46033 -5.04851 -0.111
C -5.62932 0.00676 -4.76117 -0.271
C -4.38638 0.89500 -4.75155 -0.227
C -3.35755 0.54985 -3.67476 -0.226
C -3.88263 0.57478 -2.24126 -0.269
C -4.36813 1.95122 -1.79892 -0.106
H -4.67709 -1.89537 -4.28373 0.056
H -6.24221 -2.04749 -5.07386 0.066
H -4.82720 -1.57157 -6.01564 0.073
H -6.16273 0.09000 -3.81055 0.098
H -6.31425 0.37832 -5.52882 0.101
H -4.69805 1.93699 -4.63786 0.101
H -3.89857 0.83464 -5.73010 0.108
H -2.52144 1.25080 -3.75731 0.095
H -2.93752 -0.44101 -3.87713 0.095
H -3.07663 0.26233 -1.57392 0.075
H -4.68674 -0.15693 -2.11323 0.100
H -3.56623 2.68836 -1.87279 0.063
H -4.70015 1.91983 -0.76044 0.070
H -5.20988 2.29686 -2.40303 0.064
C 5.17799 1.38103 -1.40685 -0.100
C 4.50046 2.50995 -2.17762 -0.261
C 4.42660 2.26271 -3.68258 -0.225
C 5.77984 2.15025 -4.38705 -0.233
C 6.69661 3.36071 -4.21941 -0.274
C 6.11860 4.64393 -4.80921 -0.114
H 6.21813 1.24775 -1.71205 0.064
H 5.17429 1.59314 -0.33624 0.061
H 4.65288 0.43582 -1.56210 0.078
H 5.01343 3.45384 -1.97106 0.104
H 3.48523 2.62588 -1.79821 0.069
H 3.84101 3.06391 -4.14235 0.102
H 3.86383 1.34143 -3.86317 0.110
H 5.60291 1.98437 -5.45521 0.106
H 6.30453 1.25934 -4.02968 0.099
H 7.64706 3.14530 -4.71661 0.100
H 6.93291 3.51622 -3.16366 0.098
H 5.91566 4.52535 -5.87588 0.072
H 6.82158 5.47044 -4.69137 0.066
H 5.19014 4.93209 -4.31498 0.067
C -0.67589 -1.65332 -0.64288 -0.098
C -0.67917 -2.68682 -1.76756 -0.255
C -2.02748 -3.38110 -1.96378 -0.224
C -2.50726 -4.19582 -0.76462 -0.226
C -1.54222 -5.28346 -0.30161 -0.275
C -1.28526 -6.36593 -1.34584 -0.111
H -0.88613 -2.10412 0.32929 0.052
H 0.30056 -1.17153 -0.57999 0.067
H -1.42004 -0.87883 -0.83124 0.047
H 0.10592 -3.42642 -1.58557 0.098
H -0.41464 -2.18434 -2.70205 0.104
H -1.96736 -4.02639 -2.84589 0.101
H -2.78685 -2.62669 -2.19739 0.096
H -3.46992 -4.65470 -1.01449 0.110
H -2.70692 -3.52343 0.07476 0.096
H -1.96338 -5.75445 0.59178 0.092
H -0.59239 -4.83776 0.00584 0.101
H -2.21698 -6.85665 -1.63587 0.073
H -0.61398 -7.12917 -0.94849 0.067
H -0.81992 -5.95754 -2.24422 0.065
C -1.01515 -1.82232 4.77401 -0.101
C -1.00279 -2.88346 3.68072 -0.262
C -2.34013 -3.60243 3.51931 -0.227
C -2.80959 -4.39731 4.73762 -0.228
C -1.83366 -5.46876 5.21990 -0.270
C -1.57480 -6.56018 4.18474 -0.113
H -1.21203 -2.25821 5.75572 0.064
H -0.05047 -1.31682 4.82668 0.071
H -1.77628 -1.06565 4.57598 0.079
H -0.20272 -3.60380 3.87610 0.101
H -0.75449 -2.40305 2.73032 0.088
H -2.27511 -4.26959 2.65335 0.082
H -3.10920 -2.86401 3.27151 0.113
H -3.76683 -4.87127 4.49567 0.108
H -3.01702 -3.71132 5.56353 0.101
H -2.24705 -5.93244 6.12018 0.101
H -0.88573 -5.01410 5.51874 0.099
H -2.50504 -7.05899 3.90358 0.073
H -0.89699 -7.31592 4.58559 0.067
H -1.11648 -6.15726 3.28008 0.058
```

The charge is -1. For the frontier orbital gap, the calculation gives 0.2808 hartree.

---

# 3
This record from the OMol25 dataset describes C7H8N2O in the gas phase at a distorted geometry. The level of theory is ωB97M-V with the def2-TZVPD basis set.

The geometry in XYZ format:
```
18
Properties=species:S:1:pos:R:3:lowdin_charge:R:1
C 2.54942 0.08497 -0.11428 -0.186
C -1.01808 0.65107 0.19891 0.001
C 1.15554 0.17027 -0.10829 -0.131
C 0.30586 1.24573 0.08995 -0.280
C -0.94376 -0.68519 0.02043 -0.306
C 0.66631 2.61312 0.22550 -0.057
C -1.95575 -1.75733 0.08196 -0.014
N 3.69607 0.03507 -0.08915 0.157
N 0.33737 -1.07420 -0.19181 -0.078
O 1.03334 -2.22670 -0.29436 0.073
H -1.95239 1.17733 0.42948 0.124
H 0.36159 2.91316 1.31629 0.135
H 1.65196 2.86553 -0.06199 0.061
H 0.01927 3.08509 -0.62204 0.126
H -1.58214 -2.50692 -0.51828 0.027
H -2.05160 -2.28606 1.06290 0.112
H -2.84765 -1.46333 -0.54958 0.117
H 0.57464 -2.84162 -0.87564 0.120
```

The calculation puts the energy relative to the best compared isomer or geometry (same formula, charge and spin) at 325.4 kJ/mol. The charge is 0. The SMILES is Cc1cc(C)n(O)c1C#N. For the frontier orbital gap, the calculation gives 0.3307 hartree.